# 1
Density functional theory data (ωB97M-V/def2-TZVPD) for S2 as an isolated structure.

Its LUMO energy is -4.527 eV.

Positions of all 2 atoms, in Å:
S (0.00000, 0.00000, -1.38778)
S (0.00000, 0.00000, 1.38778)



# 2
Density functional theory data (ωB97M-V/def2-TZVPD) for one molecule with the formula C19H19N3O3.

As for the structure (SMILES): Cn1cc(N(Cc2ccccc2)c2ccc([N+](=O)[O-])cc2)cc1CO. Its LUMO energy is -0.798 eV.

Positions of all 44 atoms, in Å:
O (-5.53567, 2.66535, -2.34461)
O (-5.95086, 2.57595, -0.21044)
O (-0.03467, -4.76861, -2.48624)
N (0.03092, 0.58285, -0.41759)
N (-5.18585, 2.48121, -1.19088)
N (1.51897, -2.72529, -0.45120)
C (1.43754, 2.29079, 3.37404)
C (-3.38369, 1.76197, 0.34400)
C (-3.01286, 1.87383, -2.08099)
C (-1.71580, 1.37842, -1.88317)
C (3.07786, 1.55007, 1.19963)
C (0.37150, -0.77847, -0.49602)
C (1.69293, 1.76399, 0.99803)
C (2.63728, -3.66587, -0.24846)
C (1.12473, 1.56859, -0.37080)
C (-3.87278, 2.04289, -0.93723)
C (-1.29090, 1.02118, -0.61519)
C (3.59473, 1.67194, 2.50764)
C (0.88912, 2.14032, 2.08807)
C (1.60053, -1.37154, -0.20558)
C (-2.13387, 1.17690, 0.49062)
C (-0.47133, -4.34709, -1.20618)
C (2.78301, 2.01792, 3.59396)
C (-0.51904, -1.81916, -0.89051)
C (0.19647, -2.99906, -0.85830)
H (4.65439, 1.46594, 2.65571)
H (3.14624, 2.09682, 4.59919)
H (-0.16824, 2.35192, 1.97871)
H (2.39852, -4.60535, -0.71494)
H (1.89263, 1.32663, -1.10825)
H (-4.01761, 1.93951, 1.20036)
H (3.74536, 1.25753, 0.41780)
H (-0.50418, -4.26645, -3.17279)
H (-1.56315, -4.24144, -1.18174)
H (0.80123, 2.59284, 4.17980)
H (-3.32280, 2.15629, -3.09182)
H (2.86811, -3.81153, 0.79570)
H (-1.56833, -1.66885, -1.11435)
H (-1.07889, 1.19013, -2.76903)
H (0.69555, 2.52904, -0.69306)
H (3.49785, -3.26954, -0.73891)
H (-1.71473, 0.86257, 1.43537)
H (-0.12606, -5.09771, -0.51779)
H (2.51585, -0.89743, 0.13740)



# 3
Density functional theory data (ωB97M-V/def2-TZVPD) for a 12-piece molecular cluster, C76H164N8O12 overall.

As for the charge: +4. Its LUMO energy is -6.694 eV.

Positions of all 260 atoms, in Å:
O (1.22208, -4.89451, -1.34142)
O (1.06568, 3.41585, 1.66457)
O (0.83584, 1.71982, 3.13803)
O (-4.26221, -2.91258, 4.73378)
O (-5.49345, -1.11236, 4.77140)
O (1.47159, -2.78405, -2.13486)
O (-5.38075, 2.71927, -1.55481)
O (-5.04547, 0.61268, -0.88579)
O (2.07690, 3.56362, 3.49877)
O (-4.22742, -1.70777, 6.50592)
O (-0.47123, -3.78518, -2.22184)
O (-6.21691, 1.12904, -2.71558)
N (-1.74534, -3.41155, -7.93008)
N (-4.45146, 6.95138, -0.16169)
N (-6.22583, -6.53186, 3.85592)
N (-0.44252, 1.40968, 7.13640)
N (3.69270, -1.66464, 4.21004)
N (6.30529, 4.17647, -0.00811)
N (-0.60063, 0.20404, -0.26495)
N (3.99792, -0.76604, -6.31003)
C (-1.85936, -2.55351, 2.06268)
C (-6.60155, 8.83711, 0.77130)
C (-2.06346, -2.86415, -4.96803)
C (7.52326, 2.57249, -1.57314)
C (3.96052, 0.50203, -8.62683)
C (5.43454, -0.65965, 7.48417)
C (5.93254, 5.12777, -1.16511)
C (-7.74002, -7.06987, 3.71810)
C (6.81348, 6.74830, -2.95004)
C (-1.43912, 2.48792, 6.80195)
C (-1.32075, 1.36771, 0.46142)
C (-1.40456, -0.17690, -1.64413)
C (3.51383, -2.48495, 1.20232)
C (0.76144, -3.75768, -1.88612)
C (3.88348, -0.55216, -4.77335)
C (-1.58351, -2.06684, -8.67686)
C (-6.88954, -5.80695, 6.20359)
C (-3.69026, -5.32028, 1.11088)
C (-1.27188, -0.05777, 5.22066)
C (-4.11943, 8.50928, -0.11684)
C (3.26326, -3.09293, 3.76135)
C (-6.56012, 7.39706, 1.15342)
C (-2.03022, -1.65634, 0.92019)
C (2.84809, -1.73537, -6.58139)
C (1.01452, 1.73070, -1.61480)
C (-1.67547, -4.59085, -8.90232)
C (1.64327, 3.10221, 6.81904)
C (4.97584, 2.16261, -1.05302)
C (4.40308, -1.67985, -3.97469)
C (5.08037, 3.28343, 0.16779)
C (3.18786, 2.99712, 6.55273)
C (6.50896, 4.87313, 1.34094)
C (5.70617, -2.59152, -5.95697)
C (-0.65784, -3.81771, -6.88301)
C (-5.37258, -7.76025, 4.34578)
C (-8.36511, -6.19645, 6.03845)
C (-0.24154, 1.24559, 8.63479)
C (-3.93143, 6.45795, -1.57613)
C (0.28675, 1.36042, -2.83234)
C (3.78836, 1.86173, -9.32983)
C (-5.71851, -6.22343, 2.43242)
C (-5.48614, 1.44320, -1.70114)
C (-3.18135, -2.46089, -5.92426)
C (-8.47235, -7.39869, 5.09960)
C (-6.06029, -5.42782, 4.92770)
C (2.29373, -0.91297, 4.44208)
C (-3.38852, 4.61421, 0.74252)
C (1.26582, 2.81013, 2.78500)
C (6.33730, 1.56767, -1.38183)
C (4.48331, -1.75423, 5.50117)
C (-4.67494, -1.86425, 5.38054)
C (0.86752, 0.65572, -0.47640)
C (3.83907, 0.59453, -7.05868)
C (-1.96008, 2.38851, 5.35374)
C (-5.94757, 6.62759, -0.05797)
C (-2.38020, 0.97168, 4.88661)
C (7.16124, 5.88130, -1.74696)
C (-0.85216, 0.01036, 6.71398)
C (-0.78073, -5.45218, -11.14966)
C (-5.13941, 9.28639, 0.81177)
C (-0.66995, -2.81931, -5.65263)
C (-0.40038, -4.85097, -9.81450)
C (4.62435, -0.41974, 6.19051)
C (2.61552, -3.19295, 2.28409)
C (-0.59998, -1.08786, 0.61059)
C (-3.17438, -3.34597, -7.20429)
C (-3.74757, 6.07632, 0.98679)
C (4.63138, -1.00535, 3.11119)
C (3.92887, -1.07103, 1.63761)
C (0.97800, 1.74180, 6.59375)
C (-1.24084, 0.95734, -2.68694)
C (-4.22645, -5.78265, 2.42373)
C (5.28837, -1.43315, -6.73011)
C (7.56289, 3.31164, -0.22825)
C (5.75593, -2.27820, -4.44373)
C (-2.62068, 4.13518, 2.02553)
H (7.91878, 5.23366, -2.18830)
H (-3.33039, -1.42035, -6.21265)
H (1.43803, 3.52784, 7.80129)
H (-1.12698, -3.28627, 1.72389)
H (-7.00843, 8.88880, -0.23859)
H (-2.60148, 0.98504, 3.81939)
H (4.16137, -3.70867, 3.80987)
H (-2.68469, -0.82567, 1.18430)
H (1.18699, 3.80497, 6.12187)
H (3.64770, -0.01202, 6.45130)
H (-5.97135, 7.17667, 2.04386)
H (5.42346, -2.19212, 5.16580)
H (3.90056, 1.89489, -10.41353)
H (-6.29779, -6.61337, 6.63673)
H (-2.40550, 1.30059, 0.54460)
H (-4.37282, 4.19328, 0.53739)
H (-9.53975, -7.56557, 4.95503)
H (-1.20803, 1.02942, 9.09006)
H (3.01778, 0.01050, -8.86712)
H (5.06939, 0.43106, 5.67458)
H (-3.95780, -5.04971, 3.18447)
H (6.68751, -2.71216, -6.41580)
H (-0.46933, -0.06628, 4.48313)
H (2.46424, -4.24785, 2.05517)
H (-6.25077, -5.29708, 2.21636)
H (-3.91110, -2.96471, -7.91138)
H (5.40444, 4.56776, -1.93687)
H (-3.33007, -4.37052, -6.86640)
H (4.16265, 3.87145, 0.17891)
H (-5.49538, -8.64932, 3.72725)
H (-1.04742, -1.15485, -1.96689)
H (7.41252, 5.47622, 1.25178)
H (3.11370, -0.36567, 1.47617)
H (1.67884, -1.03199, 3.54997)
H (-1.14037, 2.65679, 4.68726)
H (0.04159, -3.87710, -10.02504)
H (-4.43647, -7.22425, 4.50235)
H (-8.19725, -6.23676, 3.18428)
H (-0.01575, -1.77024, -0.00678)
H (-0.11887, -0.72747, 7.03956)
H (6.75505, 6.24734, -3.91634)
H (-3.12061, 8.68879, 0.28094)
H (-4.77646, -2.65071, 3.96660)
H (-3.30672, 0.61267, 5.33469)
H (0.27938, 0.30667, 8.82230)
H (0.20785, -3.20523, -5.13433)
H (-2.04269, -5.47748, -8.38546)
H (-7.67170, -7.91772, 3.03649)
H (4.57806, 2.64464, -1.94606)
H (-4.64079, 9.36431, 1.77790)
H (5.31747, -1.65624, -7.79664)
H (-4.24050, 5.41603, -1.65973)
H (6.50143, -0.74646, 7.27849)
H (5.23574, 5.79471, -0.65740)
H (-4.31922, 8.96842, -1.08502)
H (-2.86675, 6.67381, -1.66536)
H (-6.53691, 2.03355, -2.68297)
H (1.92468, -1.21725, -6.32262)
H (6.48958, -1.47383, -4.39037)
H (-8.02524, -8.25260, 5.60855)
H (4.75903, -0.69333, 1.04072)
H (-3.82333, -6.11031, 0.37180)
H (5.90308, 7.31497, -2.75472)
H (-0.91023, 3.43695, 6.88972)
H (0.28611, 2.06789, 9.11803)
H (-5.98827, 5.54037, -0.12428)
H (5.20337, -3.54855, -6.09615)
H (3.71787, 3.94724, 6.61943)
H (0.38776, -5.33118, -1.52800)
H (4.57418, 1.23673, -6.57361)
H (-6.81903, -5.05397, 6.98854)
H (4.39105, 0.38602, -4.54908)
H (-1.05684, -4.80218, -6.63862)
H (6.02062, -0.63596, -6.60207)
H (-5.21615, 10.27175, 0.35210)
H (0.38953, 2.08581, -3.63941)
H (-1.90608, 1.79191, -2.46551)
H (4.64727, 0.04943, 3.38556)
H (4.84518, 0.02097, -9.04403)
H (3.24696, 2.68774, 5.50923)
H (-8.90981, -5.37685, 5.56975)
H (-4.15460, -2.73536, -5.51739)
H (-0.00546, -0.90076, 1.50481)
H (-6.30486, 7.06562, -0.98994)
H (3.65061, 2.16787, 7.08780)
H (4.40390, -1.33123, -2.94194)
H (-2.19108, 2.38307, 7.58403)
H (4.56497, 2.48107, -8.88105)
H (6.08819, 0.91137, -2.21567)
H (-8.83206, -6.28291, 7.01956)
H (2.59875, 0.12539, 4.57199)
H (-2.75046, 3.12585, 5.21326)
H (-1.72443, -1.04404, 5.11779)
H (6.59172, 4.05389, 2.05515)
H (-2.41412, -3.86615, -4.72080)
H (-3.63710, -6.63027, 2.77347)
H (3.87218, -2.49308, 6.01955)
H (-2.54104, -4.57314, -9.56458)
H (-1.77456, 4.75720, 2.31755)
H (-1.26323, -4.74840, -11.82788)
H (3.72967, -2.53537, -4.02660)
H (2.56142, -3.34295, 4.55698)
H (2.80179, -0.42930, -4.71903)
H (-5.76030, -8.16957, 5.27864)
H (2.83159, 0.99986, -6.96494)
H (-0.52950, -1.77009, -5.91246)
H (-1.53800, -2.12942, 3.01398)
H (2.05935, 1.80806, -1.91556)
H (-2.45744, -0.24515, -1.37045)
H (2.96375, -2.68642, -6.06155)
H (-1.83806, -0.14131, 7.15340)
H (5.20854, 2.73936, 1.10356)
H (-3.27264, 4.19018, 2.89733)
H (0.66485, 0.39905, -3.18004)
H (2.99238, -2.43804, 0.24629)
H (-2.33869, -1.99507, -0.06885)
H (-6.49918, -4.47650, 4.62693)
H (-1.40339, -6.33598, -11.28860)
H (8.50289, 3.82219, -0.01889)
H (5.52879, -1.62397, 3.11921)
H (7.29482, 3.27706, -2.37283)
H (4.19692, 1.44607, -0.79234)
H (-1.82690, -1.25640, -7.98979)
H (1.25713, -0.25363, -0.93398)
H (8.44839, 2.06242, -1.84160)
H (0.24253, -5.51419, -9.23578)
H (0.36115, -4.00558, -7.22133)
H (1.63162, -2.72510, 2.25006)
H (1.62282, 1.03904, 7.12144)
H (0.68353, 2.69435, -1.22760)
H (-1.63510, 0.66042, -3.65879)
H (-4.18943, -4.40638, 0.78883)
H (-4.45095, 6.97408, -2.38348)
H (7.50113, 2.49768, 0.49408)
H (-7.21866, 9.36874, 1.49562)
H (-2.77587, 4.36481, -0.12383)
H (7.66949, 7.41350, -3.06347)
H (-2.75873, 6.45771, 1.24142)
H (-0.94063, 1.38790, 1.48279)
H (-2.61896, -5.18978, 1.26381)
H (-7.53689, 6.98877, 1.41287)
H (-2.18227, -2.16300, -9.58258)
H (-1.12906, 2.34283, 0.01366)
H (-0.50436, -1.97988, -8.80325)
H (-2.78722, -3.09366, 2.25085)
H (-5.96044, -7.07812, 1.80069)
H (2.10673, 4.25547, 2.83390)
H (4.36820, -3.12838, 0.99220)
H (0.71363, 1.63945, 5.54126)
H (0.19328, -5.79803, -11.49576)
H (2.83958, 2.34900, -9.10515)
H (5.52324, 5.33649, 1.38293)
H (5.22134, 0.15807, 8.17264)
H (-2.31255, 3.09497, 1.92013)
H (1.37749, 0.74782, 0.48253)
H (6.18927, -3.12207, -3.90689)
H (1.84685, -1.42541, 5.29402)
H (7.69904, 6.35361, -0.92490)
H (-2.02760, -2.10637, -4.18535)
H (5.31025, -1.56977, 8.07098)
H (-5.03162, -5.19980, 5.20689)
H (-4.34220, 6.15602, 1.89683)
H (2.81578, -1.86131, -7.66360)
H (6.70761, 0.83029, -0.66962)



# 4
Density functional theory data (ωB97M-V/def2-TZVPD) for C6H9N as an isolated structure.

Its LUMO energy (spin up / spin down) is 0.874 / 0.873 eV.

Positions of all 16 atoms, in Å:
N (-0.55415, -0.28212, 0.20778)
C (-0.16401, 1.84407, -0.66366)
C (0.25288, 0.94638, 0.52712)
C (1.33622, -0.00297, 0.04586)
C (0.30844, -0.32924, -1.02410)
C (-0.12751, 0.99766, -1.69306)
C (-1.36482, -1.06026, 0.82154)
H (-1.66335, -1.99110, 0.35422)
H (0.17901, 1.32309, 1.55040)
H (-0.38245, 1.15504, -2.73442)
H (2.35217, 0.31966, -0.18264)
H (-1.71345, -0.78893, 1.81079)
H (0.29162, -1.26089, -1.59523)
H (0.63697, -2.13116, 1.80654)
H (1.06608, -1.62687, 1.39770)
H (-0.45367, 2.88765, -0.62885)



Record order is preserved below.
ΔE to the lowest compared entry with this formula, charge and spin: 420.7; 596.3; 307.7; 689.1 kJ/mol